One molecule with the formula C5H11NO. Source: the Open Molecules 2025 dataset; level of theory: ωB97M-V/def2-TZVPD.

Last column: Mulliken charge in e.
Atoms and positions in Å:
C (2.2494, 0.0855, 0.1773)  -1.027
C (1.0455, 0.9328, 0.5771)  -0.626
N (-0.2266, 0.2923, 0.2562)  0.066
C (-0.8655, -0.4782, 1.3032)  -0.976
C (-0.5868, 0.2537, -1.0642)  0.928
O (0.0804, 0.8195, -1.9196)  -0.639
C (-1.8540, -0.4977, -1.4322)  -1.340
H (3.1830, 0.5815, 0.4629)  0.344
H (2.2522, -0.0563, -0.9063)  0.304
H (2.2207, -0.8962, 0.6637)  0.273
H (1.0807, 1.8956, 0.0602)  0.321
H (1.0502, 1.1250, 1.6560)  0.375
H (-0.8950, 0.1147, 2.2246)  0.316
H (-1.8952, -0.7206, 1.0358)  0.382
H (-0.3316, -1.4157, 1.5165)  0.285
H (-1.9460, -0.4626, -2.5178)  0.309
H (-2.7381, -0.0306, -0.9855)  0.351
H (-1.8234, -1.5428, -1.1078)  0.353

Computed properties:
Lowest unoccupied orbital energy in hartree: 0.033
DFT total energy in a.u.: -327.1187
SMILES: CCN(C)C(C)=O
Kohn-Sham gap in eV: 10.0589

One molecule with the formula C2H5N3O2. Source: the Open Molecules 2025 dataset; level of theory: ωB97M-V/def2-TZVPD.

Last column: Mulliken charge in e.
Atoms and positions in Å:
C (-0.6482, -0.5374, -0.2714)  0.579
C (1.4470, 0.6963, 2.0117)  -0.245
H (-0.2159, 1.5561, -2.2055)  0.349
H (-1.2193, -1.0643, -2.2721)  0.236
H (-1.9857, -1.8214, -0.1141)  0.210
H (1.8496, 0.6374, 3.1070)  0.262
H (1.4961, 1.6206, 1.4136)  0.286
N (-0.8135, -0.3605, -1.6506)  -0.153
N (-1.2798, -1.3230, 0.4592)  -0.580
N (0.7017, -0.1762, 1.5447)  -0.419
O (0.1987, 0.5737, -2.2408)  -0.446
O (0.4692, 0.1988, 0.2183)  -0.078

Computed properties:
Lowest unoccupied orbital energy in hartree: 0.024
DFT total energy in a.u.: -393.7835
SMILES: [H]/N=C(\NO)ON=C
Kohn-Sham gap in eV: 10.1359

An isolated ion of composition C2H2NO2 and charge +1. Source: the Open Molecules 2025 dataset; level of theory: ωB97M-V/def2-TZVPD.

Last column: Mulliken charge in e.
Atoms and positions in Å:
C (0.4817, 0.6730, -0.0562)  -0.092
C (0.5052, -0.6970, 0.0228)  -0.048
N (-1.5835, 0.0385, -0.0061)  0.341
O (-0.8740, 1.0727, 0.0354)  -0.029
O (-0.8877, -0.9757, -0.0413)  0.010
H (1.0908, 1.5036, -0.1455)  0.448
H (1.2675, -1.6151, 0.1909)  0.370

Computed properties:
Lowest unoccupied orbital energy in hartree: -0.248
Total charge: +1
DFT total energy in a.u.: -282.1890
Kohn-Sham gap in eV: 11.2020

C23H28Cl2N4O2PdSSe3 as an isolated structure. Source: the Open Molecules 2025 dataset; level of theory: ωB97M-V/def2-TZVPD.

Last column: Mulliken charge in e.
Atoms and positions in Å:
Pd (-1.3369, -1.2060, 0.4553)  0.923
C (-2.3039, -0.4114, -3.3946)  -1.093
Se (-0.9516, -1.2170, -2.2578)  0.365
C (-1.5902, -3.0544, -2.2969)  -0.771
C (-3.0524, -3.2312, -1.9356)  -0.862
Se (-3.4784, -2.6428, -0.1173)  0.196
C (-4.8407, -1.3362, -0.5708)  -0.924
H (-2.3664, -0.9616, -4.3316)  0.374
H (-1.9609, 0.6006, -3.5966)  0.225
H (-3.2749, -0.3733, -2.9092)  0.320
H (-0.9306, -3.5653, -1.5943)  0.350
H (-1.3999, -3.4547, -3.2937)  0.545
H (-3.3235, -4.2843, -2.0036)  0.454
H (-3.7032, -2.6750, -2.6092)  0.339
H (-4.3964, -0.4667, -1.0463)  0.150
H (-5.3083, -1.0296, 0.3603)  0.337
H (-5.5776, -1.8098, -1.2154)  0.390
S (-2.6659, 0.8001, 1.0689)  -0.555
C (-1.9900, 1.0959, 2.6322)  0.511
N (-0.6913, 1.0375, 2.8491)  0.283
C (-0.0814, 1.1613, 4.1731)  -0.519
C (-1.1037, 0.8340, 5.2449)  -0.505
C (-2.3646, 1.6461, 5.0025)  -0.734
N (-2.8119, 1.4293, 3.6302)  -0.141
H (-0.1172, 0.6742, 2.0931)  -0.047
H (0.3059, 2.1766, 4.2978)  0.398
H (0.7509, 0.4610, 4.2152)  0.217
H (-0.6936, 1.0588, 6.2285)  0.374
H (-1.3279, -0.2334, 5.2099)  0.171
H (-2.1788, 2.7108, 5.1712)  0.270
H (-3.1682, 1.3356, 5.6688)  0.430
H (-3.7921, 1.4061, 3.4108)  0.232
Se (0.5680, -2.6131, 4.6141)  -0.308
C (-0.6113, -2.3131, 3.3036)  0.080
N (-1.3774, -2.1189, 2.4438)  -0.617
Cl (0.5167, 2.3266, -0.9944)  -0.117
C (1.0311, 1.8657, -2.5796)  1.506
C (0.5227, 2.5576, -3.6670)  -0.833
C (0.8066, 2.1326, -4.9548)  -0.469
C (1.5965, 1.0119, -5.1503)  -0.580
C (2.1254, 0.3532, -4.0554)  0.642
Cl (3.1120, -1.0522, -4.3244)  -0.236
C (1.8816, 0.7629, -2.7399)  -1.907
N (2.3787, 0.0492, -1.6565)  0.340
C (3.2296, 0.6055, -0.6771)  0.578
C (3.8318, 1.8458, -0.8459)  -0.492
C (4.6457, 2.3666, 0.1484)  -0.772
C (4.8747, 1.6476, 1.3101)  -0.770
C (4.2760, 0.4053, 1.4686)  -0.917
C (3.4519, -0.1318, 0.4908)  0.722
C (2.7788, -1.4620, 0.6872)  -1.330
C (1.2749, -1.3894, 0.5378)  0.724
O (0.6686, -0.3670, 0.9729)  -0.445
O (0.6494, -2.3433, 0.0038)  -0.715
H (-0.1179, 3.4104, -3.4887)  0.437
H (0.4021, 2.6664, -5.8038)  0.402
H (1.8210, 0.6506, -6.1439)  0.454
H (2.5497, -0.9254, -1.8552)  0.463
H (3.6634, 2.4057, -1.7572)  0.456
H (5.1039, 3.3371, 0.0070)  0.407
H (5.5096, 2.0489, 2.0887)  0.401
H (4.4385, -0.1608, 2.3784)  0.387
H (2.9726, -1.8220, 1.7002)  0.407
H (3.1506, -2.2258, -0.0002)  0.396

Computed properties:
Multiplicity: 3
Lowest unoccupied orbital energy (alpha / beta) in hartree: 0.006 / -0.023
<S²>: 2.01
DFT total energy in a.u.: -9913.5583
Kohn-Sham gap (alpha / beta) in eV: 7.3722 / 6.6027

One molecule with the formula C7H10BrN5O. Source: the Open Molecules 2025 dataset; level of theory: ωB97M-V/def2-TZVPD.

Last column: Mulliken charge in e.
Atoms and positions in Å:
C (1.1384, -2.3963, -0.6165)  -0.815
C (4.3369, -1.2905, -0.1824)  -0.006
C (2.2814, -1.7745, -0.4440)  0.902
C (2.3287, -0.3867, -0.1274)  0.050
C (-2.8112, -0.1584, 0.3838)  -1.534
C (-2.8350, 2.0743, -0.6219)  -1.383
C (-2.0772, 1.1235, 0.2709)  1.523
N (3.5825, -2.2648, -0.5240)  -0.671
N (1.4004, 0.4853, 0.0323)  -0.415
N (0.2000, 0.5572, 0.3390)  0.010
N (-0.7719, 0.8576, -0.3687)  -0.245
N (3.7078, -0.1138, 0.0429)  -0.118
O (-1.9824, 1.7060, 1.5387)  -0.571
Br (4.5017, 1.3674, 0.4148)  0.096
H (1.1442, -3.4651, -0.7183)  0.323
H (5.4647, -1.2482, -0.1704)  0.302
H (-3.6791, -0.1176, 1.1732)  0.308
H (-2.1130, -0.9365, 0.8427)  0.322
H (-3.3537, -0.5753, -0.4343)  0.348
H (-3.8731, 2.2315, -0.2119)  0.340
H (-2.8995, 1.9119, -1.7177)  0.360
H (-2.3538, 3.0976, -0.5796)  0.329
H (0.1922, -1.8346, -0.4407)  0.198
H (-1.5289, 1.1500, 2.1193)  0.347

Computed properties:
Lowest unoccupied orbital energy (alpha / beta) in hartree: -0.010 / -0.010
DFT total energy in a.u.: -3195.5935
SMILES: C=C1N=CN(Br)/C1=N/N=N/C(C)(C)O
Kohn-Sham gap (alpha / beta) in eV: 7.7167 / 7.7179

A 2-piece molecular cluster, C4H6N4 overall. Source: the Open Molecules 2025 dataset; level of theory: ωB97M-V/def2-TZVPD.

Last column: Mulliken charge in e.
Atoms and positions in Å:
C (-3.1065, 0.7230, -0.4408)  -0.302
C (-0.5504, -0.4837, 0.7781)  -0.073
C (0.2947, -0.9819, -0.5160)  0.086
C (3.3440, 0.6193, 0.1229)  -0.363
H (-2.6410, 1.7474, -0.1794)  0.235
H (-3.7801, 0.6830, -1.1217)  0.344
H (-0.0720, -0.7295, 1.7349)  0.379
H (-0.4204, -1.4851, -1.1900)  0.381
H (4.1396, 0.6965, -1.1210)  0.264
H (3.6956, 0.9941, 1.1297)  0.272
N (-2.7384, -0.4751, -0.0129)  -0.365
N (-1.8362, -0.3375, 0.9782)  -0.258
N (1.5032, -0.7544, -0.5432)  -0.283
N (2.1680, -0.2162, 0.3813)  -0.317

Computed properties:
Lowest unoccupied orbital energy in hartree: -0.026
DFT total energy in a.u.: -374.7496
Kohn-Sham gap in eV: 7.8305

A 2-piece molecular cluster, C4H13NO overall. Source: the Open Molecules 2025 dataset; level of theory: ωB97M-V/def2-TZVPD.

Last column: Mulliken charge in e.
Atoms and positions in Å:
C (1.6012, 3.8266, 1.3186)  -1.038
C (1.0718, 2.3960, 1.3702)  -0.216
C (1.4191, 1.7471, 0.1334)  -0.941
H (2.6848, 3.7899, 1.0024)  0.322
H (1.6029, 4.2223, 2.3371)  0.312
H (0.8420, 4.4478, 0.7096)  0.257
H (0.0053, 2.4654, 1.6583)  0.273
H (1.5840, 1.8224, 2.1678)  0.259
H (2.4129, 2.0738, -0.4834)  0.239
H (1.3142, 0.7019, 0.1284)  0.263
H (0.5984, 2.0161, -0.5871)  0.260
N (-0.6900, -2.5027, -0.0262)  -0.550
C (-1.2212, -3.1387, -1.1560)  -0.148
O (-2.2793, -2.3839, -1.6274)  -0.536
H (0.0082, -3.0780, 0.4929)  0.219
H (-0.3572, -1.6075, -0.2899)  0.243
H (-0.6480, -3.1232, -2.1111)  0.188
H (-1.6477, -4.1611, -0.9884)  0.281
H (-2.5605, -1.9653, -0.8313)  0.315

Computed properties:
Lowest unoccupied orbital energy in hartree: 0.031
DFT total energy in a.u.: -290.1305
SMILES: CCC.NCO
Kohn-Sham gap in eV: 10.4250

A 6-piece molecular cluster, C19H33F3N3O25PS6 overall. Source: the Open Molecules 2025 dataset; level of theory: ωB97M-V/def2-TZVPD.

Last column: Mulliken charge in e.
Atoms and positions in Å:
N (3.5845, 0.0439, -5.5144)  -0.482
C (2.7247, -0.2466, -4.5595)  0.004
C (1.9937, -0.6607, -3.1139)  0.226
C (2.9703, -1.6674, -2.2647)  -1.057
C (2.1948, -2.6225, -1.1725)  -0.063
N (3.1758, -2.8871, -0.0305)  -0.606
C (1.6325, 0.7535, -2.3694)  0.681
C (2.5986, 1.9316, -3.0595)  -0.129
N (3.2983, 2.9008, -3.5898)  -0.535
P (1.9916, 0.8057, -0.4956)  0.226
O (0.8466, 0.2118, 0.4241)  -0.606
C (0.0814, 1.1825, -2.7782)  0.715
F (-0.2393, 0.8258, -4.2103)  -0.275
F (-0.9590, 0.5512, -1.9343)  -0.190
F (0.0625, 2.6822, -2.7415)  -0.261
H (1.0373, -1.3021, -3.4223)  0.350
H (3.8688, -1.0545, -1.8288)  0.417
H (3.4487, -2.4136, -3.0646)  0.404
H (1.8486, -3.6616, -1.6013)  0.227
H (1.2475, -2.1291, -0.6784)  0.221
H (2.8869, -2.3482, 0.8300)  0.264
H (4.1478, -2.5878, -0.2867)  0.294
H (3.2203, 0.1092, -0.1039)  0.126
H (2.1940, 2.1884, -0.0420)  0.170
C (-1.1927, -6.7031, 0.6560)  -0.305
C (0.1109, -6.3336, 1.3587)  -0.275
O (1.1420, -6.9063, 0.5576)  -0.296
S (0.6659, -6.9001, -1.0025)  1.041
O (1.2426, -5.7404, -1.6456)  -0.522
O (0.8008, -8.2393, -1.5266)  -0.549
O (-0.9152, -6.6022, -0.7397)  -0.307
H (-1.4778, -7.7377, 0.8727)  0.279
H (-2.0135, -6.0352, 0.9308)  0.309
H (0.1572, -6.7189, 2.3801)  0.315
H (0.2573, -5.2484, 1.3724)  0.233
C (-4.2745, 2.7624, -2.4919)  -0.329
C (-3.8084, 2.0835, -1.2067)  -0.234
O (-5.0030, 1.7831, -0.4889)  -0.316
S (-6.1973, 1.4706, -1.5550)  1.171
O (-6.3017, 0.0364, -1.7080)  -0.535
O (-7.3268, 2.3123, -1.2354)  -0.567
O (-5.4606, 2.0710, -2.8796)  -0.351
H (-4.5346, 3.8105, -2.3120)  0.303
H (-3.5237, 2.7056, -3.2845)  0.302
H (-3.1518, 2.7233, -0.6122)  0.344
H (-3.2977, 1.1391, -1.4228)  0.214
C (-8.9039, -1.4254, -0.4533)  -0.204
C (-10.0646, -0.5514, 0.0143)  -0.274
O (-11.2228, -1.3743, -0.1048)  -0.323
S (-10.8016, -2.9254, 0.1731)  1.082
O (-11.1075, -3.2359, 1.5519)  -0.533
O (-11.2613, -3.7293, -0.9354)  -0.534
O (-9.1881, -2.7331, 0.0411)  -0.316
H (-8.8637, -1.4757, -1.5461)  0.274
H (-7.9421, -1.0738, -0.0704)  0.216
H (-10.1720, 0.3548, -0.5866)  0.279
H (-9.9519, -0.2775, 1.0686)  0.328
C (0.7159, 2.9218, 5.1184)  -0.363
C (-0.5170, 2.4312, 4.3642)  -0.489
O (-0.0083, 1.6500, 3.2854)  -0.230
S (1.3784, 0.9331, 3.7583)  1.081
O (1.0689, -0.4163, 4.1763)  -0.612
O (2.4053, 1.2413, 2.7904)  -0.561
O (1.6366, 1.8323, 5.0934)  0.144
H (1.1793, 3.7711, 4.6061)  0.254
H (0.4847, 3.2020, 6.1496)  0.318
H (-1.1304, 3.2538, 3.9889)  0.348
H (-1.1304, 1.7782, 4.9941)  0.306
C (3.2995, 3.1550, 9.1064)  -0.309
C (2.6022, 1.9731, 9.7746)  -0.361
O (2.2566, 1.0922, 8.7081)  -0.337
S (3.3817, 1.2150, 7.5336)  0.965
O (4.3285, 0.1349, 7.7010)  -0.610
O (2.7100, 1.4864, 6.2840)  -0.407
O (4.0827, 2.5912, 8.0557)  -0.345
H (2.5722, 3.8402, 8.6590)  0.245
H (3.9366, 3.7062, 9.8032)  0.317
H (1.7108, 2.2749, 10.3297)  0.319
H (3.2850, 1.4403, 10.4448)  0.292
C (5.7944, 3.6587, -7.4941)  -0.300
C (5.8794, 2.2186, -6.9956)  -0.258
O (7.1626, 1.7554, -7.4098)  -0.316
S (8.2056, 3.0093, -7.4045)  1.100
O (8.9430, 2.9776, -6.1609)  -0.541
O (8.8458, 3.0767, -8.6975)  -0.530
O (7.0999, 4.2036, -7.3097)  -0.320
H (5.5591, 3.6926, -8.5628)  0.288
H (5.0552, 4.2442, -6.9409)  0.307
H (5.0894, 1.5873, -7.4094)  0.313
H (5.8423, 2.1774, -5.9019)  0.248

Computed properties:
Lowest unoccupied orbital energy in hartree: -0.024
DFT total energy in a.u.: -5818.5523
Kohn-Sham gap in eV: 9.1371